(1)
DFT (wB97M-V/def2-TZVPD) results for a single C3H2O4S molecule at a distorted geometry.

Each line ends with the natural charge from an NBO analysis.
Element x y z (Å)
S (1.18, 2.08, -1.34)  0.16
O (1.05, -1.47, 0.77)  -0.45
O (-1.28, -1.90, 1.18)  -0.70
O (1.67, 0.97, 1.02)  -0.48
O (-1.37, 0.44, -0.47)  -0.46
C (-0.08, -1.16, 0.60)  0.69
C (-0.24, 0.14, -0.16)  0.38
C (0.99, 1.05, -0.05)  0.22
H (0.08, 1.61, -2.05)  0.16
H (-2.00, -1.76, 0.49)  0.49

Calculated values
* molecular weight: 134.11 g mol⁻¹
* net charge: 0
* energy: -814.60459 Ha
* SMILES string: O=C(O)C(=O)C(=O)S

(2)
DFT (wB97M-V/def2-TZVPD) results for a molecular structure, C3H2O4Tb at a distorted geometry.

Each line ends with the Mulliken spin population.
Element x y z (Å)
Tb (0.36, 1.22, 0.46)  6.97
O (-0.55, -0.68, 0.41)  -0.07
O (2.70, 0.66, 0.08)  -0.02
O (4.57, -0.64, -0.30)  0.00
O (-1.65, 1.70, -0.16)  -0.10
C (-1.89, -0.63, 0.02)  -0.12
C (3.59, -0.07, -0.14)  -0.06
C (-2.49, 0.74, -0.29)  -0.65
H (-2.56, -1.06, 0.80)  0.02
H (-2.08, -1.23, -0.89)  0.02

Calculated values
* molecular weight: 260.97 g mol⁻¹
* ⟨S²⟩: 13.00
* multiplicity: 7
* net charge: +1
* energy: -1240.62647 Ha

(3)
DFT (wB97M-V/def2-TZVPD) results for a single C3H2S2 molecule at a distorted geometry.

Each line ends with the natural charge from an NBO analysis.
Element x y z (Å)
S (-3.88, -0.44, 0.00)  0.29
S (-0.40, 2.76, 0.01)  -0.06
C (-0.13, 1.07, 0.01)  -0.21
C (-1.09, 0.03, 0.08)  -0.50
C (-2.40, -0.10, -0.11)  0.03
H (0.86, 0.82, -0.02)  0.19
H (-0.69, -0.84, -0.31)  0.26

Calculated values
* molecular weight: 102.18 g mol⁻¹
* net charge: 0
* energy: -911.79285 Ha
* SMILES string: S=C=CC=S